No. 1
C31H50BeN5O12PS3 as an isolated structure, computed with ωB97M-V with the def2-TZVPD basis set.

XYZ file:
```
103
C31H50BeN5O12PS3 | the Open Molecules 2025 dataset | ωB97M-V with the def2-TZVPD basis set
Be -2.06841 11.09980 -18.09913
S -3.60936 13.44298 -16.98589
O -2.63000 12.65739 -16.29299
O -3.58042 12.92969 -18.33210
O -4.88450 13.19038 -16.38990
O -3.25900 14.86067 -16.92810
C -5.57493 13.02061 -22.39426
C -4.81126 12.32015 -23.56550
C -3.64576 11.49020 -22.94876
S -2.90210 12.53942 -21.70246
O -2.04548 13.46409 -22.49732
O -2.22338 11.76410 -20.62408
C -4.56124 13.26122 -21.18455
H -6.42850 12.41002 -22.09982
H -5.94443 13.96183 -22.80128
H -4.37478 12.95762 -24.33441
H -5.44099 11.70369 -24.20700
H -2.89838 11.07699 -23.62610
H -4.03790 10.65693 -22.36568
H -4.41572 14.28591 -20.84262
H -4.89748 12.71396 -20.30390
C -2.27547 9.06463 -13.14950
C -2.93750 10.42243 -13.54629
C -4.12371 10.09656 -14.43839
S -3.60786 8.60061 -15.44098
O -3.05641 9.06489 -16.71768
O -4.70034 7.62655 -15.45884
C -2.12569 8.21268 -14.38190
H -2.87540 8.51049 -12.42763
H -1.37486 9.22788 -12.55758
H -2.25216 11.03905 -14.12783
H -3.17954 10.97223 -12.63677
H -4.34589 10.90271 -15.13757
H -5.07921 9.88673 -13.95766
H -1.33819 8.62036 -15.01572
H -1.98695 7.13501 -14.29548
C -4.93092 6.76079 -19.62255
O -5.27808 7.89158 -20.44079
P -5.27979 9.33008 -19.73123
O -3.91865 9.85459 -19.35892
O -6.14917 10.23891 -20.74939
C -7.47148 9.89021 -21.06648
O -6.25571 9.16715 -18.42233
C -6.59523 10.25397 -17.59350
H -5.00574 6.88281 -18.54199
H -4.01845 6.28501 -19.98190
H -5.78784 6.11924 -19.82793
H -7.53336 10.14476 -22.12453
H -8.22929 10.46508 -20.53417
H -7.66504 8.81895 -21.12161
H -6.40455 9.99820 -16.55123
H -7.65950 10.46816 -17.69123
H -5.96073 11.09941 -17.85945
N -2.78023 13.68320 -13.56099
C -2.19826 13.62527 -12.34042
C -2.69552 14.62110 -11.56688
C -3.64424 15.25713 -12.30749
C -3.76419 14.63528 -13.54474
H -2.48526 13.09590 -14.32792
H -1.36203 12.94224 -12.31624
H -2.43312 14.70811 -10.52286
H -4.34971 16.01189 -11.99276
H -4.39084 14.86985 -14.39249
N -5.30144 16.50925 -16.27936
C -6.37991 16.19112 -15.47207
C -7.20505 17.32430 -15.49071
C -6.62881 18.29693 -16.28007
C -5.51392 17.74522 -16.85794
H -4.57679 15.83496 -16.48012
H -6.44858 15.27138 -14.91014
H -8.15082 17.46248 -14.98791
H -7.01329 19.26654 -16.56010
H -4.80690 18.12493 -17.58067
N -7.05548 12.60070 -15.06427
C -8.15272 11.81389 -15.34200
C -8.47186 10.98078 -14.21977
C -7.50742 11.31472 -13.26830
C -6.65444 12.28462 -13.79146
H -6.41238 13.02940 -15.71446
H -8.65914 11.84971 -16.29524
H -9.20946 10.19190 -14.22357
H -7.32696 10.76148 -12.35849
H -5.78662 12.76397 -13.36305
N -1.16251 16.26125 -15.78891
C -1.30506 17.06835 -14.69870
C -0.22683 17.98459 -14.66695
C 0.63724 17.75357 -15.80500
C -0.00260 16.65148 -16.44641
H -1.69423 15.44804 -16.06469
H -2.09552 16.86107 -13.99257
H -0.11776 18.78815 -13.95365
H 1.52594 18.25862 -16.15361
H 0.27887 16.14887 -17.35995
N -2.57225 16.66715 -18.89676
C -2.58012 17.97314 -19.25653
C -2.22014 18.08563 -20.60339
C -1.91294 16.79983 -21.06364
C -2.17057 15.97059 -19.96454
H -2.74255 16.26769 -17.98488
H -2.91887 18.78946 -18.63584
H -2.14213 19.00561 -21.16370
H -1.69026 16.61353 -22.10389
H -2.08296 14.90165 -19.83769
```

Multiplicity ... 2
LUMO (spin up / spin down) ... 0.0721 / 0.0523 Eh
Frontier orbital gap (spin up / spin down) ... 6.895 / 6.526 eV
HOMO energy (spin up / spin down) ... -4.93 / -5.10 eV
Charge ... -1
<S²> ... 0.750

***

No. 2
C31H50BrN4P3W as an isolated structure, computed with ωB97M-V with the def2-TZVPD basis set.

XYZ file:
```
90
C31H50BrN4P3W | the Open Molecules 2025 dataset | ωB97M-V with the def2-TZVPD basis set
C 0.37660 4.24395 -3.88669
C 0.16495 2.97368 -4.51423
C -0.16661 3.04942 -5.89853
C -0.46393 4.32857 -6.46317
N -0.40268 5.46657 -5.79587
C 0.00421 5.42592 -4.52343
C 0.19641 1.83375 -3.60275
C 0.06485 1.74635 -2.24584
C -1.10513 1.43626 -1.39235
C -0.81111 0.77608 -0.13664
C -1.91518 0.58029 0.80220
C -3.21414 1.03840 0.57999
C -3.45195 1.70053 -0.65404
C -2.44276 1.83261 -1.61288
W 0.43121 -0.20865 -2.16762
P 1.72816 -0.64917 -0.31904
H -0.25071 2.20075 -6.57432
H 0.73608 4.31751 -2.86951
H -0.78697 4.42474 -7.51087
H 0.01886 6.36419 -3.97601
H -2.64779 2.22957 -2.59832
H 0.09782 1.18410 0.36361
H -4.42903 2.13963 -0.83178
H -1.72888 0.07580 1.73564
C 1.45655 -2.01040 0.91007
C 2.43640 -3.18267 0.84200
H 0.42449 -2.38195 0.82554
H 1.52206 -1.51275 1.89311
H 2.19902 -3.89466 1.64545
H 2.36761 -3.71984 -0.11091
H 3.47412 -2.86801 0.98763
C 2.47523 -1.14119 -2.03792
C 3.42048 -0.05340 -2.55494
H 1.72900 -1.52055 -2.82843
H 2.99122 -2.05224 -1.71386
H 3.05185 0.49230 -3.43560
H 3.60776 0.66266 -1.74753
H 4.38953 -0.49042 -2.83248
C 3.10748 0.14801 0.55451
C 4.44029 -0.61280 0.64501
H 2.71201 0.34379 1.56669
H 3.24887 1.13376 0.09132
H 5.25823 0.11617 0.72250
H 4.49544 -1.23246 1.54687
H 4.64526 -1.24762 -0.22684
Br -4.54757 0.81589 1.82293
P -0.81534 -2.08577 -1.68906
C -0.00683 -3.65889 -2.20594
C -0.83821 -4.93311 -2.05696
H 0.94650 -3.72547 -1.65171
H 0.27220 -3.53108 -3.25767
H -0.22400 -5.83021 -2.25434
H -1.27187 -5.05630 -1.05194
H -1.67156 -4.95720 -2.77162
C -1.85816 -2.53429 -0.21663
C -3.14044 -3.30851 -0.52666
H -2.06543 -1.60726 0.32571
H -1.23694 -3.14693 0.45217
H -3.64137 -3.59934 0.41319
H -3.87756 -2.74829 -1.11880
H -2.91184 -4.23496 -1.07155
C -2.09125 -1.53837 -2.85495
C -2.49006 -2.60354 -3.86190
H -1.74948 -0.60362 -3.33217
H -2.96254 -1.27673 -2.23917
H -3.02609 -2.14209 -4.70461
H -1.65128 -3.16488 -4.27030
H -3.17706 -3.34533 -3.42645
C 0.94906 0.92647 6.29814
N 1.37867 2.10707 5.50948
C 0.34932 3.18289 5.56098
N -0.99189 2.69889 5.17012
C -1.37501 1.52756 5.99197
N -0.39155 0.43081 5.89080
C -0.37485 -0.14763 4.54857
P 0.18363 1.08522 3.25487
C 1.69067 1.75362 4.13762
C -1.07036 2.40048 3.73341
H 0.88409 1.22324 7.35490
H 1.68192 0.12037 6.15566
H 0.65287 3.98513 4.86750
H 0.29723 3.55132 6.59496
H -2.35588 1.15797 5.65359
H -1.41466 1.84911 7.04362
H 0.29272 -1.01862 4.52633
H -1.38682 -0.49256 4.29210
H 2.02964 2.64085 3.58815
H 2.48621 0.99899 4.11237
H -2.07751 2.03713 3.46078
H -0.85651 3.31135 3.15273
```

Multiplicity ... 3
LUMO (spin up / spin down) ... -0.5094 / -0.5166 Eh
Frontier orbital gap (spin up / spin down) ... 4.862 / 4.434 eV
HOMO energy (spin up / spin down) ... -18.72 / -18.49 eV
Charge ... +4
<S²> ... 2.054

***

No. 3
C31H50CeP2 as an isolated structure, computed with ωB97M-V with the def2-TZVPD basis set.

XYZ file:
```
84
C31H50CeP2 | the Open Molecules 2025 dataset | ωB97M-V with the def2-TZVPD basis set
Ce 0.00000 0.00000 0.00000
C -0.76970 -1.93430 0.80740
C 0.60960 -2.06580 0.37380
C 0.52870 -0.47300 2.08380
C -0.82410 -0.94820 1.83240
C 1.40420 -1.18730 1.20250
C -1.91720 -2.78000 0.34360
H -1.69860 -3.26160 -0.61280
H -2.83180 -2.19180 0.22980
H -2.12150 -3.57740 1.07090
C -2.03970 -0.49020 2.57530
H -2.95170 -0.70490 2.01210
H -1.99840 0.58920 2.74940
H -2.11220 -0.99770 3.54660
C 0.90750 0.52150 3.13720
H 0.96160 0.05180 4.12910
H 0.17170 1.33070 3.18030
H 1.88340 0.96720 2.92410
C 2.90200 -1.14440 1.23320
H 3.28030 -1.78700 2.03950
H 3.27560 -0.13290 1.41520
H 3.33160 -1.50770 0.29630
C 1.14320 -3.10710 -0.56370
H 1.51630 -3.98410 -0.01510
H 1.96860 -2.71300 -1.16370
H 0.36820 -3.45420 -1.25260
C -2.18000 1.00630 -7.19450
C -2.06700 -0.32530 -7.26660
C -1.06920 -1.17750 -8.00600
C 0.23670 -0.49720 -8.47260
C 1.04000 0.08490 -7.33440
C 0.90980 1.27660 -6.73930
C -0.05420 2.40040 -7.01520
C -1.31780 2.06540 -7.83820
H -1.56370 -1.63180 -8.87910
H 0.01630 0.25480 -9.23220
H -0.80570 -2.02050 -7.35170
H -1.03880 1.78960 -8.85670
H -2.98290 1.39120 -6.56520
H -2.80400 -0.90390 -6.70800
H -1.90690 2.98610 -7.92540
H -0.37130 2.80930 -6.04550
H 1.60070 1.48680 -5.92190
H 0.48580 3.22120 -7.51330
H 0.84520 -1.26090 -8.97140
H 1.80870 -0.57600 -6.93290
P -1.08790 0.07250 -1.99200
P 1.48630 1.31960 -1.08100
C -0.28170 1.27090 -3.18540
C 0.60250 2.25580 -2.41360
H -1.04170 1.78430 -3.78450
H 0.32800 0.67150 -3.87240
H 1.30640 2.78030 -3.07030
H -0.01390 2.99290 -1.88940
C 2.32740 2.64820 -0.13340
H 3.02350 2.24130 0.60850
H 1.57760 3.25990 0.37760
H 2.86260 3.27400 -0.85210
C 2.89710 0.57030 -2.00480
H 3.31170 1.27360 -2.73580
H 2.55580 -0.33120 -2.52130
H 3.68580 0.28350 -1.30470
C -2.84470 0.62080 -1.97660
H -3.45820 0.00090 -1.31310
H -3.22120 0.57880 -3.00150
H -2.88540 1.66160 -1.64100
C -1.20750 -1.42560 -3.06080
H -0.23030 -1.91310 -3.11590
H -1.53540 -1.15670 -4.07130
H -1.92650 -2.13140 -2.63700
C -1.21410 2.28520 0.92800
C -1.72070 3.22140 2.07140
C -2.21410 4.47660 1.64260
C -2.69300 5.43230 2.54880
C -2.70460 5.16450 3.91550
C -2.23840 3.94410 4.37580
C -1.75490 2.98520 3.48260
H -2.13040 2.15080 0.33170
H -0.55700 2.95500 0.35310
H -2.22210 4.72400 0.58830
H -3.05810 6.38590 2.18830
H -3.07430 5.90220 4.61510
H -2.25440 3.73290 5.44050
H -1.45000 2.09830 3.98830
```

Multiplicity ... 2
LUMO (spin up / spin down) ... -0.1215 / -0.1334 Eh
Frontier orbital gap (spin up / spin down) ... 6.606 / 6.582 eV
HOMO energy (spin up / spin down) ... -9.91 / -10.21 eV
Charge ... +1
<S²> ... 0.755

***

No. 4
C31H50Ge2MoN8OS as an isolated structure, computed with ωB97M-V with the def2-TZVPD basis set.

XYZ file:
```
94
C31H50Ge2MoN8OS | the Open Molecules 2025 dataset | ωB97M-V with the def2-TZVPD basis set
Mo 0.86114 1.45996 0.90363
C 3.07373 0.58244 2.97601
C 2.69731 2.04171 3.19984
N 2.40057 2.68715 1.89511
C 3.60329 2.89451 1.04277
C 3.32667 2.47308 -0.39499
N 2.62983 1.15690 -0.43890
C 3.52033 0.02714 -0.03355
C 2.82453 -0.86587 0.98440
N 2.13301 -0.04006 2.00150
H 3.07058 0.05367 3.92853
H 4.08613 0.51108 2.58015
H 3.49697 2.56204 3.73245
H 1.79031 2.09732 3.80208
H 1.99651 3.59986 2.10102
H 4.43572 2.32591 1.45394
H 3.91024 3.94013 1.04433
H 4.27084 2.44036 -0.94518
H 2.68196 3.20846 -0.87771
H 2.35508 1.00873 -1.40772
H 4.44345 0.43459 0.37687
H 3.79969 -0.57601 -0.89627
H 3.55088 -1.54645 1.43776
H 2.07278 -1.46902 0.48479
H 1.50177 -0.65351 2.50891
N -1.50106 1.06538 -2.88777
C -0.93532 1.42534 -1.70862
S -0.73723 0.13631 -0.45525
N -0.55146 2.62437 -1.49990
N -0.06423 2.88996 -0.22484
C -0.29286 4.11180 0.17138
C -0.23329 4.50774 1.53979
C -0.26939 5.87988 1.86780
C -0.41132 6.29761 3.16531
C -0.58623 5.34602 4.17843
C -0.59112 4.00016 3.88956
C -0.38193 3.53189 2.58100
O -0.34935 2.23251 2.35204
H -2.19188 0.32945 -2.85590
H -1.72613 1.83124 -3.50943
H -0.66732 4.81902 -0.56572
H -0.17360 6.60389 1.06751
H -0.40579 7.35251 3.40003
H -0.71817 5.66963 5.20243
H -0.73515 3.26591 4.67270
N -5.88775 -0.95023 2.47175
C -4.51773 -1.11235 3.07019
C -3.41797 -0.62195 2.11200
N -2.08137 -0.72046 2.66833
H -6.60981 -1.31393 3.09779
H -5.96127 -1.45016 1.58302
H -6.09511 0.03452 2.29579
H -4.37692 -2.16896 3.29381
H -4.48507 -0.55382 4.00428
H -3.59429 0.42378 1.84655
H -3.45427 -1.21253 1.19077
H -1.90395 -1.64194 3.05231
H -1.92226 -0.03025 3.39247
C 1.03900 -2.97969 -5.04015
Ge 1.34768 -1.33244 -4.02075
C 3.16476 -1.23902 -3.24900
C 0.96585 0.27853 -5.07921
Ge -0.19060 -1.67336 -1.99285
C -2.07448 -2.15195 -2.39212
C -2.61580 -1.97425 -3.66544
C -3.92014 -2.36281 -3.94208
C -4.69512 -2.94281 -2.94900
C -4.16299 -3.13099 -1.67890
C -2.86403 -2.73392 -1.40145
C 0.43905 -2.96888 -0.63699
C -0.01588 -2.97291 0.68354
C 0.40178 -3.95610 1.56911
C 1.28201 -4.94496 1.14765
C 1.74753 -4.94623 -0.15936
C 1.32661 -3.96342 -1.04525
H 1.39408 -2.81567 -6.05846
H -0.01870 -3.23568 -5.08613
H 1.58506 -3.82449 -4.62277
H 3.87771 -1.50934 -4.02897
H 3.28893 -1.93910 -2.42307
H 3.40623 -0.22510 -2.92422
H 1.73246 0.32689 -5.85496
H 1.01274 1.19140 -4.48954
H -0.00411 0.21571 -5.56975
H -2.00616 -1.54833 -4.45786
H -4.32604 -2.23506 -4.93697
H -5.70274 -3.26850 -3.17047
H -4.75158 -3.63074 -0.91724
H -2.43903 -2.90504 -0.41796
H -0.68911 -2.18999 1.02508
H 0.03855 -3.96049 2.59009
H 1.59973 -5.71858 1.83382
H 2.43387 -5.71460 -0.48976
H 1.69016 -3.97456 -2.06799
```

Multiplicity ... 2
LUMO (spin up / spin down) ... -0.3024 / -0.2876 Eh
Frontier orbital gap (spin up / spin down) ... 6.866 / 6.962 eV
HOMO energy (spin up / spin down) ... -15.09 / -14.79 eV
Charge ... +3
<S²> ... 0.756

***

No. 5
A 3-piece molecular cluster, C31H50N4O10 overall, computed with ωB97M-V with the def2-TZVPD basis set.

XYZ file:
```
95
C31H50N4O10 | the Open Molecules 2025 dataset | ωB97M-V with the def2-TZVPD basis set
C -7.20428 7.33401 -1.67428
C -6.58530 6.19962 -1.46289
C -5.68686 4.93935 -1.05529
C -6.15871 3.83060 -0.00141
C -5.23505 2.58553 0.37328
C -3.83720 2.52437 -0.33508
C -3.35833 3.62907 -1.36499
C -4.25902 4.84516 -1.77517
C -3.73673 5.92274 -2.86774
C -4.16929 5.30229 -4.32597
O -5.62488 5.27648 -4.40014
C -6.13915 3.95198 -4.58125
C -7.18726 3.26096 -3.53809
O -5.84459 3.23228 -5.60345
C -1.87377 3.18474 -1.79853
O -1.18538 3.41401 -2.83630
N -1.46905 2.34263 -0.65140
C -0.59805 2.94795 0.40169
C -1.36201 3.89597 1.46095
C -2.07123 3.06752 2.68859
C -1.75941 3.68690 4.14261
N -2.14413 2.74504 5.27681
C -3.46233 2.11615 5.03474
N -3.65716 0.83697 4.67425
N -4.71052 2.94890 5.13777
C -2.60436 1.49873 -0.22441
O -2.65936 0.28460 0.12675
H -7.68775 8.37398 -1.80606
H -7.18645 3.94979 0.50984
H -5.52361 1.76870 1.12142
H -4.23726 6.95111 -2.77705
H -2.59364 6.00303 -2.78373
H -3.66054 5.85942 -5.19711
H -3.80639 4.19854 -4.38285
H -7.93131 2.56837 -4.06999
H -7.82467 4.06136 -2.97784
H -6.63589 2.61103 -2.74231
H 0.16668 3.62398 -0.15333
H 0.00214 2.17324 1.01776
H -0.60747 4.61224 1.98167
H -2.14919 4.58406 0.94313
H -1.64531 1.99137 2.66175
H -3.18565 2.99826 2.41752
H -0.61122 3.84702 4.27101
H -2.26995 4.70751 4.33781
H -1.42946 1.98356 5.25839
H -2.72203 0.39520 4.60860
H -5.21448 2.75846 6.01719
H -5.26609 2.63846 4.30869
C 2.21123 -4.75041 -2.41901
O 1.46562 -4.68142 -1.21753
C 2.26815 -4.34288 -0.09034
C 1.43214 -3.60564 0.95551
O 1.15374 -2.24215 0.61583
C 0.26071 -2.02525 -0.48087
C -1.19276 -2.37818 -0.17480
O -1.37338 -3.79193 -0.14267
C -2.32535 -4.20147 0.82137
H 2.86593 -5.62765 -2.41012
H 1.50603 -4.84123 -3.24775
H 2.79762 -3.83916 -2.57243
H 3.11392 -3.71440 -0.38481
H 2.64600 -5.27888 0.33758
H 2.01945 -3.55907 1.87853
H 0.51785 -4.14155 1.19730
H 0.61899 -2.51829 -1.38550
H 0.30623 -0.95011 -0.67745
H -1.83777 -1.98447 -0.96766
H -1.48385 -1.92027 0.77740
H -2.08735 -3.78395 1.80635
H -2.28431 -5.29028 0.89741
H -3.32993 -3.90143 0.51477
C 5.73279 -2.44518 1.66721
O 6.80984 -3.33102 1.42453
C 6.44268 -4.69912 1.58007
C 7.30236 -5.58641 0.68042
O 6.93097 -5.53831 -0.70256
C 7.19233 -4.31382 -1.39306
C 8.67455 -4.05299 -1.65154
O 9.33615 -3.66445 -0.45122
C 10.66507 -4.14689 -0.37587
H 5.48490 -2.43236 2.73340
H 6.04437 -1.44399 1.36251
H 4.85438 -2.72021 1.07525
H 5.38730 -4.85271 1.33613
H 6.61347 -4.96850 2.62883
H 7.14200 -6.62524 0.98628
H 8.36348 -5.38717 0.80634
H 6.70947 -3.47017 -0.89812
H 6.70080 -4.42366 -2.36417
H 8.77994 -3.22756 -2.36477
H 9.13116 -4.95247 -2.08156
H 10.69706 -5.22939 -0.54362
H 11.04077 -3.95007 0.63051
H 11.29819 -3.63152 -1.10168
```

LUMO ... -0.0530 Eh
Frontier orbital gap ... 7.459 eV
HOMO energy ... -8.90 eV
Charge ... 0

***

> Look up the charge of the third one.

+1

***

> Look up the charge of the fifth one.

0